Entry 1:
Density functional theory data (the ωB97M-V functional and the def2-TZVPD basis) for a structure of composition C10H10AlBrClO4.

Atoms and positions in Å:
C (2.247, 0.319, -0.906)
C (1.954, 1.324, 0.026)
C (1.759, 0.701, 1.282)
H (1.846, 2.373, -0.179)
C (1.955, -0.683, 1.121)
C (2.221, -0.932, -0.232)
H (2.386, -1.899, -0.673)
H (2.445, 0.466, -1.953)
H (1.463, 1.192, 2.190)
H (1.850, -1.425, 1.889)
Al (0.105, -0.011, -0.151)
Br (-0.992, 2.071, 0.854)
C (-1.916, -0.608, -1.081)
C (-0.961, -1.607, -1.393)
C (0.017, -1.021, -2.208)
H (-0.966, -2.617, -1.026)
C (-0.320, 0.347, -2.391)
C (-1.530, 0.582, -1.723)
H (-2.038, 1.524, -1.655)
H (-2.758, -0.724, -0.426)
H (0.880, -1.517, -2.614)
H (0.242, 1.075, -2.949)
O (-1.340, 1.143, 3.884)
Cl (-1.995, 0.221, 2.862)
O (-2.145, -1.168, 3.468)
O (-3.373, 0.759, 2.497)
O (-1.036, 0.115, 1.487)

Computed properties:
* net charge: -1
* HOMO-LUMO gap (spin up / spin down): 5.8 / 5.8 eV
* LUMO level (spin up / spin down): 2.8 / 2.8 eV
* relative energy (zero: lowest compared OMol25 entry of this formula, charge and spin): 2.153 eV

***

Entry 2:
Density functional theory data (the ωB97M-V functional and the def2-TZVPD basis) for a structure of composition C10H10AlCl2CoI2O6S.

Atoms and positions in Å:
I (-1.181, 3.420, 0.117)
I (-2.692, 2.179, -1.616)
Co (-0.753, -1.264, -0.410)
Al (-0.893, 0.431, 1.117)
S (0.062, 0.510, -1.119)
C (1.603, 0.181, 2.376)
C (-0.622, -1.525, 1.787)
C (2.146, 0.817, -1.632)
C (2.134, 0.662, -3.131)
C (3.056, -0.215, -0.997)
C (2.365, 2.182, -1.024)
C (-2.331, -2.098, -0.097)
C (0.250, -2.204, -1.489)
O (0.098, -2.425, 2.137)
O (2.545, -0.337, 2.771)
O (-3.087, -2.824, 0.341)
O (1.061, -2.536, -2.261)
H (3.114, 0.958, -3.517)
H (1.338, 1.228, -3.609)
H (1.959, -0.374, -3.420)
H (4.096, 0.060, -1.290)
H (2.897, -1.238, -1.392)
H (3.030, -0.214, 0.118)
H (3.343, 2.553, -1.335)
H (2.380, 2.140, 0.071)
H (1.601, 2.909, -1.302)
Cl (-4.534, 1.118, 3.885)
C (-4.510, -0.400, 2.944)
Cl (-5.549, -0.535, 1.530)
C (-3.090, -0.625, 2.416)
O (-2.373, -1.565, 2.844)
O (-2.721, 0.321, 1.648)
H (-4.740, -1.289, 3.539)

Computed properties:
* net charge: +4
* multiplicity: 5
* HOMO-LUMO gap (spin up / spin down): 6.7 / 4.1 eV
* LUMO level (spin up / spin down): -15.8 / -18.9 eV

***

Entry 3:
Density functional theory data (the ωB97M-V functional and the def2-TZVPD basis) for the ion C10H10BN2O2 with charge +1.

Atoms and positions in Å:
B (-3.590, -0.197, -0.175)
C (0.641, 1.753, 0.058)
C (-0.694, 2.118, 0.063)
C (2.718, -1.299, -0.043)
C (1.784, -2.332, 0.068)
C (1.055, 0.393, 0.016)
C (-1.192, -0.251, 0.079)
C (0.159, -0.726, 0.034)
C (2.438, 0.047, -0.056)
C (-1.572, 1.053, 0.044)
C (-2.378, -1.116, -0.001)
N (0.485, -2.069, 0.079)
N (3.378, 1.034, -0.215)
O (-2.284, -2.379, -0.021)
O (-2.913, 1.265, -0.102)
H (-4.546, -0.226, 0.696)
H (-4.059, -0.049, -1.264)
H (1.429, 2.504, 0.111)
H (-0.982, 3.151, 0.234)
H (3.815, -1.660, 0.019)
H (2.170, -3.272, 0.277)
H (-0.190, -2.797, 0.191)
H (4.321, 0.868, -0.024)
H (3.152, 2.012, 0.111)
H (-3.144, 2.175, -0.177)

Computed properties:
* net charge: +1
* HOMO-LUMO gap: 7.9 eV
* LUMO level: -4.8 eV

***

| no. | F_max (hartree/bohr) | DFT total energy (Eh) |
| --- | --- | --- |
| 1 | 0.1557 | -3964.346947 |
| 2 | 0.1711 | -4375.752054 |
| 3 | 0.0880 | -671.643212 |